(1)
Computed, not measured: a single C26H29N5O3S molecule, with ωB97M-V with the def2-TZVPD basis set.

As for the energy: -1905.882191 hartree. The calculation puts the relative energy (zero: lowest compared OMol25 entry of this formula, charge and spin) at 32.9 kcal per mole. As for the structure (SMILES): CCCc1cc(=O)[nH]c(SCC(=O)c2cc(C)n(-c3c(C)n(C)n(-c4ccccc4)c3=O)c2C)n1. The calculation puts the gap between HOMO and LUMO at 8.34 eV. Its charge is 0. Its LUMO energy is 0.3 eV.

```
64
C26H29N5O3S ωB97M-V with the def2-TZVPD basis set
C -1.603 -3.372 2.065
C -1.603 -4.098 0.727
H -1.002 -5.007 0.810
H -2.624 -4.389 0.472
C -1.029 -3.235 -0.398
C -1.989 -2.228 -0.947
C -1.787 -1.630 -2.157
C -2.716 -0.672 -2.680
O -2.659 -0.073 -3.734
N -3.809 -0.447 -1.818
C -3.889 -1.026 -0.603
N -3.054 -1.902 -0.167
S -5.214 -0.612 0.481
C -5.351 1.204 0.244
H -6.181 1.419 -0.430
C -4.086 1.875 -0.286
O -4.183 2.615 -1.250
C -2.846 1.555 0.369
C -1.590 1.767 -0.196
N -0.665 1.275 0.668
C -1.292 0.753 1.783
C -2.633 0.911 1.624
H -3.387 0.615 2.325
C -0.516 0.167 2.904
H -1.195 -0.168 3.682
H 0.064 -0.686 2.554
H 0.174 0.900 3.325
C 0.719 1.276 0.467
C 1.518 2.370 0.271
N 2.790 1.961 0.001
N 2.828 0.581 0.155
C 1.547 0.089 0.396
O 1.275 -1.092 0.509
C 3.906 -0.196 -0.299
C 4.229 -1.361 0.389
C 5.273 -2.149 -0.057
C 6.007 -1.776 -1.171
C 5.678 -0.619 -1.858
C 4.624 0.169 -1.434
H 4.346 1.051 -1.992
H 6.236 -0.333 -2.737
H 6.828 -2.390 -1.510
H 5.519 -3.056 0.473
H 3.647 -1.646 1.250
C 3.961 2.756 0.270
H 4.850 2.156 0.094
H 3.975 3.616 -0.400
H 3.976 3.110 1.306
C 1.162 3.810 0.326
H 1.304 4.280 -0.646
H 1.787 4.332 1.050
H 0.122 3.916 0.619
C -1.251 2.340 -1.519
H -1.279 3.430 -1.491
H -1.986 2.028 -2.257
H -0.263 2.016 -1.840
H -5.588 1.591 1.236
H -4.497 0.223 -2.142
H -0.924 -1.861 -2.760
H -0.688 -3.865 -1.223
H -0.157 -2.689 -0.025
H -2.015 -4.009 2.845
H -0.587 -3.099 2.341
H -2.203 -2.471 1.994
```

(2)
Computed, not measured: a single C26H29N5O5 molecule, with ωB97M-V with the def2-TZVPD basis set.

As for the energy: -1658.297496 hartree. The calculation puts the relative energy (zero: lowest compared OMol25 entry of this formula, charge and spin) at 4.9 kcal per mole. As for the structure (SMILES): CC(C)C[C@H](NC(=O)N1CC(=O)Nc2ccccc21)C(=O)N[C@H](Cc1c[nH]c2ccccc12)C(=O)O. The calculation puts the gap between HOMO and LUMO at 8.39 eV. Its charge is 0. Its LUMO energy is 0.7 eV.

```
65
C26H29N5O5 ωB97M-V with the def2-TZVPD basis set
C 1.714 2.128 5.382
H 0.843 1.516 5.164
H 2.090 1.843 6.362
H 1.406 3.171 5.425
C 2.798 1.937 4.324
C 4.074 2.669 4.737
H 4.437 2.296 5.693
H 4.856 2.528 3.995
H 3.883 3.735 4.835
C 2.345 2.441 2.951
H 3.157 2.324 2.230
H 2.113 3.506 3.010
C 1.119 1.726 2.395
N 1.331 0.283 2.379
C 0.272 -0.556 2.252
O -0.888 -0.194 2.383
N 0.570 -1.887 2.019
C 1.863 -2.404 1.882
C 2.859 -2.193 2.829
C 4.113 -2.753 2.658
C 4.384 -3.534 1.547
C 3.398 -3.762 0.603
C 2.138 -3.204 0.765
N 1.141 -3.388 -0.191
C -0.150 -3.056 0.002
O -0.976 -3.093 -0.894
C -0.475 -2.708 1.447
H -1.415 -2.156 1.503
H -0.574 -3.642 2.017
H 1.420 -3.673 -1.121
H 3.603 -4.364 -0.269
H 5.362 -3.967 1.414
H 4.878 -2.581 3.399
H 2.637 -1.598 3.702
H 2.200 -0.005 1.950
C 0.855 2.112 0.927
O 1.720 2.520 0.183
N -0.427 1.882 0.552
H -1.017 1.409 1.231
C -0.739 1.586 -0.835
C -0.594 0.066 -0.972
O 0.378 -0.510 -0.532
O -1.614 -0.541 -1.530
H -1.513 -1.525 -1.497
H 0.050 2.054 -1.436
C -2.113 2.127 -1.234
C -2.308 2.107 -2.716
C -1.620 2.849 -3.634
N -2.063 2.566 -4.897
C -3.052 1.630 -4.821
C -3.807 1.032 -5.823
C -4.752 0.105 -5.441
C -4.945 -0.222 -4.096
C -4.202 0.368 -3.099
C -3.237 1.310 -3.454
H -4.355 0.102 -2.065
H -5.695 -0.956 -3.841
H -5.357 -0.380 -6.193
H -3.655 1.287 -6.862
H -1.715 2.983 -5.744
H -0.841 3.570 -3.477
H -2.892 1.537 -0.752
H -2.177 3.154 -0.865
H 0.229 1.921 2.998
H 3.023 0.868 4.247
```

(3)
Computed, not measured: a molecular structure, C26H30AlN8O10P2 at a distorted geometry, with ωB97M-V with the def2-TZVPD basis set.

As for the energy: -3124.879755 hartree. The calculation puts the relative energy (zero: lowest compared OMol25 entry of this formula, charge and spin) at 7.8 kcal per mole. The calculation puts the gap between HOMO and LUMO at 6.95 eV. Its charge is +1. Its LUMO energy is -3.1 eV.

```
77
C26H30AlN8O10P2 ωB97M-V with the def2-TZVPD basis set
Al 1.073 1.411 -1.233
C -8.063 -4.440 6.989
O -6.877 -3.777 7.399
C -6.089 -3.243 6.445
C -4.967 -2.548 6.903
C -4.101 -1.969 6.004
C -4.325 -2.066 4.628
C -5.443 -2.763 4.183
C -6.323 -3.351 5.076
C -3.429 -1.462 3.645
N -3.593 -1.506 2.340
C -2.533 -0.822 1.821
C -1.707 -0.350 2.819
N -2.296 -0.769 3.987
C -0.527 0.409 2.568
C 0.329 0.968 3.527
C 1.404 1.716 3.117
C 1.636 1.883 1.751
N 0.862 1.340 0.830
C -0.218 0.635 1.216
C -1.084 0.163 0.161
N -0.726 0.493 -1.098
C -1.503 0.130 -2.102
C -2.684 -0.591 -1.907
C -3.058 -0.940 -0.633
C -2.246 -0.555 0.443
H -8.570 -4.735 7.902
H -7.833 -5.328 6.397
H -8.708 -3.771 6.415
H -4.803 -2.477 7.969
H -3.243 -1.436 6.397
H -5.618 -2.842 3.119
H -7.180 -3.889 4.699
H -1.978 -0.595 4.923
H 0.137 0.827 4.583
H 2.068 2.181 3.832
H 2.462 2.487 1.403
H -1.173 0.424 -3.089
H -3.288 -0.859 -2.761
H -3.964 -1.496 -0.436
O 0.754 2.193 -5.426
P 1.124 2.624 -3.930
O 1.054 1.330 -3.113
O 2.399 3.381 -3.824
O -0.122 3.524 -3.527
P -0.113 4.229 -2.023
O 0.975 5.367 -2.209
O -1.434 4.711 -1.666
O 0.528 3.125 -1.157
H 0.497 2.958 -5.965
H 1.736 5.045 -2.724
N 3.097 1.965 -1.288
C 3.767 0.869 -2.021
C 5.249 0.759 -1.642
C 6.098 -0.198 -2.478
C 5.897 -0.047 -3.973
N 4.641 -0.747 -4.246
C 3.745 -0.448 -5.163
N 2.537 -1.012 -5.078
N 4.016 0.401 -6.157
C 2.948 -0.411 -1.843
O 3.309 -1.429 -2.433
O 1.901 -0.286 -1.115
H 3.136 2.820 -1.843
H 3.574 2.134 -0.408
H 3.684 1.122 -3.073
H 5.360 0.473 -0.592
H 5.649 1.774 -1.735
H 5.876 -1.235 -2.222
H 7.145 -0.029 -2.224
H 6.719 -0.490 -4.536
H 5.825 1.013 -4.240
H 4.297 -1.307 -3.456
H 2.301 -1.489 -4.220
H 1.769 -0.630 -5.603
H 4.929 0.804 -6.256
H 3.313 0.650 -6.829
```

(4)
Computed, not measured: a molecular structure, C26H30AsCsF6N5O3S at a distorted geometry, with ωB97M-V with the def2-TZVPD basis set.

As for the energy: -4761.657588 hartree. As for the spin multiplicity: 2. The expectation value of S² is 0.7593. The calculation puts the gap between HOMO and LUMO (alpha / beta) at 8.25 / 7.53 eV. Its charge is 0. Its LUMO energy (alpha / beta) is 0.2 / -0.5 eV.

```
73
C26H30AsCsF6N5O3S ωB97M-V with the def2-TZVPD basis set
Cs -1.859 1.434 -0.421
C 6.988 1.007 0.219
O 5.614 0.681 0.381
C 5.301 -0.307 1.261
C 6.229 -1.032 1.989
C 5.797 -2.036 2.856
C 4.450 -2.325 2.965
C 3.520 -1.607 2.213
C 3.928 -0.579 1.381
N 3.040 0.178 0.592
C 1.756 0.562 0.906
N 1.507 0.586 2.260
C 0.276 0.441 2.914
C -0.977 0.334 2.367
C -2.166 0.154 3.035
C -2.086 0.075 4.418
C -0.847 0.168 5.059
C 0.311 0.343 4.318
O 1.563 0.426 4.856
C 1.709 0.095 6.231
N 0.886 0.953 0.047
C 1.168 0.720 -1.324
C 1.353 1.789 -2.195
C 1.591 1.580 -3.551
C 1.630 0.289 -4.044
C 1.436 -0.797 -3.193
C 1.201 -0.588 -1.840
O 1.045 -1.587 -0.933
C 0.572 -2.848 -1.401
H 7.434 1.314 1.167
H 7.021 1.833 -0.483
H 7.545 0.160 -0.187
H 7.284 -0.821 1.891
H 6.524 -2.593 3.430
H 4.108 -3.122 3.613
H 2.468 -1.858 2.264
H 3.403 0.531 -0.280
H 2.305 0.521 2.871
H -3.114 0.051 2.519
H -2.986 -0.075 5.000
H -0.791 0.088 6.134
H 1.236 0.841 6.871
H 2.774 0.083 6.437
H 1.280 -0.889 6.429
H 1.305 2.794 -1.791
H 1.732 2.427 -4.209
H 1.814 0.112 -5.096
H 1.471 -1.801 -3.588
H 0.484 -3.480 -0.523
H 1.275 -3.315 -2.091
H -0.406 -2.725 -1.869
S -3.406 -1.755 -0.836
C -4.443 -1.309 -2.118
N -4.070 -1.431 -3.402
C -4.845 -0.961 -4.546
C -5.671 0.234 -4.112
C -6.503 -0.156 -2.907
N -5.639 -0.758 -1.890
H -3.155 -1.829 -3.528
H -5.490 -1.759 -4.924
H -4.147 -0.698 -5.339
H -6.323 0.559 -4.922
H -5.011 1.060 -3.849
H -7.286 -0.862 -3.196
H -6.975 0.716 -2.459
H -5.823 -0.579 -0.917
F -3.839 1.453 -1.924
As -4.365 3.078 -1.571
F -5.979 2.517 -1.550
F -4.435 3.390 -3.247
F -4.808 4.678 -1.181
F -2.676 3.522 -1.562
F -4.212 2.706 0.105
```